A structure of composition C25H36N4O2P2RuS, computed with ωB97M-V with the def2-TZVPD basis set.

Each line ends with the Löwdin charge.
Cartesian coordinates (Å):
Ru  0.0989  -0.1929  0.1618  0.75
C  1.9641  -0.3722  3.3519  -0.22
P  0.3068  -0.4670  2.6198  0.84
C  -0.6862  0.5373  3.7697  -0.21
C  -0.2660  -2.1669  2.9062  -0.38
C  -0.0588  -2.7923  4.1308  -0.04
C  -0.5758  -4.0604  4.3665  0.01
C  -1.3106  -4.7141  3.3859  0.01
C  -1.5219  -4.1095  2.1556  -0.04
C  -1.0024  -2.8360  1.9176  -0.38
P  -1.3088  -2.0387  0.3509  0.87
C  -1.1844  -3.2583  -0.9627  -0.18
C  -2.9396  -1.2622  0.2571  -0.17
H  1.8913  -0.5438  4.4268  0.07
H  2.3830  0.6230  3.2140  0.04
H  2.6308  -1.1237  2.9293  0.06
H  -0.6919  0.0099  4.7260  0.08
H  -1.7206  0.6475  3.4438  0.06
H  -0.2383  1.5180  3.9400  0.07
H  0.5060  -2.3050  4.9159  0.12
H  -0.4062  -4.5394  5.3219  0.14
H  -1.7178  -5.6981  3.5776  0.14
H  -2.0949  -4.6396  1.4055  0.12
H  -1.9644  -4.0040  -0.7778  0.08
H  -0.2180  -3.7611  -0.9339  0.08
H  -1.3747  -2.8185  -1.9393  0.06
H  -3.6606  -2.0488  0.5074  0.09
H  -3.1372  -0.9017  -0.7528  0.07
H  -3.0543  -0.4583  0.9846  0.06
O  -1.5847  1.6464  -6.2991  -0.03
C  -0.8776  0.4475  -6.1668  -0.18
C  -0.6199  0.2241  -4.7067  -0.11
C  0.1067  -0.8674  -4.2443  0.05
C  0.3109  -1.0242  -2.8871  -0.15
N  -0.1728  -0.1724  -1.9744  -0.07
C  -0.8661  0.9009  -2.4178  -0.18
C  -1.1041  1.1284  -3.7570  0.11
C  -1.2921  1.8283  -1.3596  -0.15
C  -2.0466  2.9564  -1.5650  0.11
C  -2.3262  3.8310  -0.5082  -0.08
C  -3.1122  5.0765  -0.7898  -0.18
O  -2.6327  5.5643  -2.0136  -0.01
C  -1.8132  3.5171  0.7584  0.06
C  -1.0859  2.3729  0.9253  -0.07
N  -0.8345  1.5079  -0.1020  -0.08
H  -1.7512  1.8411  -7.2296  0.13
H  0.0882  0.4649  -6.6883  0.16
H  -1.4397  -0.4165  -6.5468  0.16
H  0.5232  -1.5933  -4.9312  0.15
H  0.8908  -1.8596  -2.5159  0.09
H  -1.6420  1.9978  -4.1068  0.13
H  -2.4012  3.2069  -2.5551  0.15
H  -3.0230  5.7874  0.0358  0.15
H  -4.1702  4.7727  -0.8588  0.16
H  -3.0203  6.4276  -2.2093  0.13
H  -1.9733  4.1707  1.6060  0.15
H  -0.6624  2.1150  1.8833  0.07
C  4.9263  -1.8739  -0.2224  -0.02
N  4.6383  -0.5311  0.3124  0.02
C  3.4639  0.0369  0.4372  -0.64
S  2.1100  -0.8909  -0.2782  0.83
N  3.3121  1.2430  0.9459  -0.02
C  4.4356  2.0580  1.4394  0.01
H  5.9269  -2.1463  0.1015  0.12
H  4.8927  -1.8604  -1.3106  0.11
H  4.2308  -2.6048  0.1860  0.08
H  5.4440  0.0239  0.5806  0.16
H  2.3945  1.6561  0.9291  0.12
H  4.9609  1.5264  2.2339  0.11
H  4.0322  2.9806  1.8449  0.11
H  5.1166  2.3074  0.6243  0.12

Its net charge is +4. Its spin multiplicity is 1. For the LUMO energy, the calculation gives -14.5 eV. The value obtained for the strongest force on any atom is 0.95 eV/A. The calculation puts the HOMO energy at -19.552 eV. Its HOMO-LUMO gap is 0.186 Eh.

***

A cluster of 2 separate species, C3H6ClN in total in a non-equilibrium geometry, computed with ωB97M-V with the def2-TZVPD basis set.

Each line ends with the Löwdin charge.
Cartesian coordinates (Å):
C  -1.9788  1.1111  1.3299  -0.11
C  -2.4262  0.0416  0.8020  -0.02
C  1.5898  0.4978  -0.4053  -0.06
N  -2.2274  0.0764  2.2204  -0.40
Cl  -0.6775  -0.6177  2.9134  0.40
H  1.1176  -0.2818  -1.0218  0.02
H  -1.7629  2.1001  1.4766  0.09
H  -2.5663  -0.7197  0.1750  0.07
H  2.5378  0.7381  -0.8293  -0.01
H  0.9954  1.4651  -0.2973  0.04
H  1.6888  0.0012  0.5629  0.00

Its spin multiplicity is 1. For the LUMO energy, the calculation gives 0.8 eV. The value obtained for the strongest force on any atom is 3.62 eV/A. The calculation puts the HOMO energy at -9.003 eV. Its HOMO-LUMO gap is 0.360 Eh. The structure (SMILES) is ClN1C=C1.C.

***

A cluster of 5 separate species, C21H41BCl12N5O5 in total in a non-equilibrium geometry, computed with ωB97M-V with the def2-TZVPD basis set.

Each line ends with the Löwdin charge.
Cartesian coordinates (Å):
C  5.0752  -0.3289  1.2957  -0.10
C  5.2344  -1.1495  -0.0608  -0.24
C  4.4460  -0.4041  -1.1878  -0.24
C  4.0686  -1.3219  -2.4097  -0.20
C  3.1871  -2.5646  -1.9806  -0.21
C  2.1510  -2.8356  -3.1203  -0.21
C  1.0802  -3.9360  -2.8080  -0.19
C  0.5942  -4.0018  -1.3206  -0.19
C  -0.6051  -3.0247  -0.9984  -0.15
C  -0.2227  -1.5554  -1.3330  -0.14
N  -1.3064  -0.5422  -1.0720  0.04
C  -0.5434  0.6768  -1.2542  -0.24
N  -0.2103  1.1001  -2.4348  0.18
C  0.5429  2.3702  -2.5225  -0.09
C  -0.4556  3.5767  -2.6152  -0.35
O  -1.1423  3.4361  -3.8600  -0.02
C  0.2998  4.9468  -2.5325  -0.23
N  0.5370  5.5379  -3.8775  0.01
N  -0.2179  1.3033  0.0078  0.19
C  -0.5845  0.3140  1.0623  -0.23
O  0.4598  -0.5659  1.5098  -0.04
N  0.7132  -0.4099  2.8503  -0.01
O  1.5927  -1.1353  3.1422  0.09
C  -1.7657  -0.3624  0.3202  -0.29
C  -2.6575  -1.4408  1.0195  0.03
B  -2.8366  0.8864  0.1814  -0.56
O  -3.6890  0.8262  -0.9512  0.14
O  -2.9498  1.9284  1.1350  0.11
H  6.0560  -0.0868  1.7580  0.07
H  4.6170  0.6492  1.0070  0.06
H  4.3943  -0.8432  2.0051  0.06
H  6.3194  -1.2315  -0.2822  0.11
H  4.8668  -2.1880  0.1051  0.10
H  3.5453  0.1260  -0.7995  0.08
H  5.1276  0.3990  -1.5679  0.12
H  4.9677  -1.6299  -2.9804  0.12
H  3.4559  -0.6731  -3.0888  0.09
H  3.8646  -3.4169  -1.7771  0.12
H  2.6718  -2.2420  -1.0423  0.09
H  2.7390  -3.2050  -3.9978  0.12
H  1.7354  -1.8532  -3.4321  0.08
H  0.1707  -3.7369  -3.4316  0.12
H  1.4283  -4.9505  -3.1047  0.11
H  1.3909  -3.8999  -0.5588  0.11
H  0.1628  -5.0230  -1.1752  0.12
H  -0.7234  -3.0848  0.1122  0.10
H  -1.5566  -3.3596  -1.4587  0.13
H  0.7403  -1.2334  -0.8594  0.12
H  -0.0285  -1.5216  -2.4338  0.11
H  -0.4566  0.5960  -3.2808  0.19
H  1.2272  2.3964  -3.3996  0.15
H  1.1936  2.5512  -1.6385  0.12
H  -1.1645  3.5219  -1.7520  0.08
H  -1.9844  3.0071  -3.6876  0.09
H  -0.2516  5.6565  -1.8854  0.01
H  1.3188  4.7484  -2.1008  0.12
H  1.2120  4.9623  -4.3719  0.07
H  0.9502  6.4505  -3.6953  0.07
H  0.8022  1.4207  0.0206  0.15
H  -0.8715  0.8413  2.0001  0.16
H  -3.3320  -0.9224  1.7418  0.11
H  -3.3032  -1.9113  0.2458  0.11
H  -2.0920  -2.2301  1.5573  0.09
H  -3.8099  1.7193  -1.2981  0.04
H  -2.5706  2.7318  0.7596  0.04
C  -3.2116  6.5842  -1.0645  -1.45
Cl  -1.7931  7.4108  -1.7161  0.61
Cl  -4.3957  6.3067  -2.3435  0.55
Cl  -2.7046  5.0630  -0.2909  0.54
H  -3.6632  7.2170  -0.3081  0.03
C  -5.8658  3.2181  1.0296  -1.51
Cl  -5.6392  4.6032  2.1040  0.55
Cl  -7.5505  2.6908  1.0386  0.56
Cl  -5.3446  3.6200  -0.6143  0.53
H  -5.2505  2.4015  1.3925  0.00
C  -0.0396  -1.8184  6.4949  -1.55
Cl  0.7629  -3.3793  6.7108  0.53
Cl  -1.7621  -1.9441  6.8685  0.52
Cl  0.7271  -0.5818  7.4961  0.53
H  0.0629  -1.5261  5.4563  -0.02
C  -1.4967  -6.6821  7.8376  -1.56
Cl  -1.1137  -7.4624  9.3753  0.53
Cl  -1.8117  -7.8910  6.5867  0.52
Cl  -2.8790  -5.5958  8.0166  0.51
H  -0.6395  -6.0924  7.5324  -0.02

Its net charge is +1. Its spin multiplicity is 1. For the LUMO energy, the calculation gives -3.4 eV. The value obtained for the strongest force on any atom is 2.91 eV/A. The calculation puts the HOMO energy at -12.000 eV. Its HOMO-LUMO gap is 0.316 Eh.

***

A structure of composition C4H2LiO4 in a non-equilibrium geometry, computed with ωB97M-V with the def2-TZVPD basis set.

Each line ends with the Löwdin charge.
Cartesian coordinates (Å):
O  2.7274  -0.9947  0.5507  0.06
C  1.8865  -0.1930  0.1660  -0.69
O  1.9616  0.9768  -0.1989  -0.02
O  0.5265  -0.7811  0.1805  0.11
O  -2.7579  0.5242  0.1820  0.06
C  -3.3122  0.7576  -0.8276  0.45
C  -1.7508  -0.4872  -0.0411  -0.02
C  -0.4768  -0.0012  -0.0656  -0.08
Li  3.5878  0.6279  0.1570  0.82
H  -2.1198  -1.4816  0.1884  0.15
H  -0.2724  1.0523  -0.2914  0.16

Its net charge is +1. Its spin multiplicity is 1. For the LUMO energy (alpha / beta), the calculation gives -6.3 / -6.3 eV. The value obtained for the strongest force on any atom is 3.49 eV/A. The calculation puts the HOMO energy (alpha / beta) at -14.614 / -14.614 eV. Its HOMO-LUMO gap (alpha / beta) is 0.304 / 0.304 Eh.

***

A cluster of 11 separate species, C5H33N2O11 in total in a non-equilibrium geometry, computed with ωB97M-V with the def2-TZVPD basis set.

Each line ends with the Löwdin charge.
Cartesian coordinates (Å):
N  1.0660  -1.3564  0.5448  0.16
C  1.0233  0.1154  0.7513  -0.13
C  1.5555  0.8215  -0.4865  -0.15
N  0.9334  0.0787  -1.6034  -0.24
C  1.7315  0.0746  -2.8153  -0.10
C  -0.4686  0.4991  -1.8679  -0.20
C  -1.1975  -0.7877  -2.1685  -0.34
O  -1.4057  -1.6232  -1.1785  -0.24
H  0.2574  -1.7828  1.0020  0.09
H  1.8443  -1.7879  1.0191  0.14
H  1.1418  -1.6071  -0.4209  0.09
H  -0.0048  0.3508  0.9956  0.09
H  1.6510  0.3100  1.6048  0.11
H  1.1935  1.8415  -0.4980  0.10
H  2.6246  0.8139  -0.6608  0.11
H  2.7931  0.0526  -2.5534  0.07
H  1.5728  0.9737  -3.4233  0.08
H  1.5709  -0.8133  -3.4306  0.07
H  -0.6370  1.2176  -2.6796  0.10
H  -0.8166  0.9719  -0.9546  0.08
H  -1.3890  -1.0246  -3.2212  0.07
H  1.4361  5.1476  -1.3009  0.03
H  0.0427  4.4494  -1.3821  0.06
O  0.8297  4.5968  -0.8468  -0.03
H  -2.1746  1.6238  1.4439  -0.03
H  -2.6808  0.9622  2.6866  0.07
O  -1.8644  1.1621  2.2117  -0.06
H  -1.7223  -1.7411  0.4836  0.00
H  -1.8291  -0.5181  1.4409  0.00
O  -1.8186  -1.4982  1.4481  -0.12
H  0.7723  -3.1893  -2.4923  -0.01
H  1.2615  -3.7067  -3.8899  0.01
O  0.5298  -3.3310  -3.4270  -0.07
H  -0.5091  3.6063  2.0664  0.00
H  0.0671  4.0862  0.8407  0.01
O  -0.7611  4.1850  1.3402  -0.08
H  -3.5417  2.8899  0.4292  0.07
H  -2.2815  3.6109  0.4680  0.02
O  -2.6012  2.7311  0.2581  -0.05
H  0.6069  2.1784  3.4523  0.05
H  0.9533  3.6118  3.1820  0.07
O  0.9898  2.7309  2.7652  -0.05
H  -1.8514  -4.6173  0.3160  0.07
H  -0.9145  -5.1446  1.4389  0.08
O  -1.0174  -4.4600  0.7511  -0.03
H  0.1248  -4.0378  -0.4240  0.01
H  1.6377  -4.3498  -0.8248  0.06
O  0.9634  -3.6749  -0.7551  -0.06
H  -0.5359  -1.6464  2.9982  0.00
H  0.4578  -1.3043  4.1306  0.06
O  0.3909  -1.6912  3.2361  -0.06

Its spin multiplicity is 2. For the LUMO energy (alpha / beta), the calculation gives 0.1 / 0.1 eV. The value obtained for the strongest force on any atom is 2.04 eV/A. The calculation puts the HOMO energy (alpha / beta) at -3.380 / -6.718 eV. Its HOMO-LUMO gap (alpha / beta) is 0.129 / 0.252 Eh. As for the expectation value of S²: 0.753.

***

The molecule C6H11P in a non-equilibrium geometry, computed with ωB97M-V with the def2-TZVPD basis set.

Each line ends with the Löwdin charge.
Cartesian coordinates (Å):
C  -1.3053  -0.6506  0.7036  -0.08
C  -1.1217  -0.9911  -0.8334  -0.18
C  1.3086  -0.4623  0.8509  0.06
C  0.0177  0.2421  0.6874  -0.59
C  -0.0986  0.1425  -0.8255  -0.47
C  0.1622  1.5721  1.3867  -0.03
P  1.2617  0.2344  -2.0083  0.78
H  -2.0564  0.0045  0.8973  0.07
H  -1.2826  -1.5402  1.2763  0.09
H  -0.6423  -2.0065  -1.1919  0.13
H  -2.0927  -0.8270  -1.3895  0.11
H  2.1811  0.2101  0.8204  0.06
H  1.6239  -1.5109  0.7524  0.08
H  -0.0262  1.4647  2.3875  0.06
H  -0.4738  2.2715  0.8047  0.11
H  1.0594  1.9964  1.2853  0.03
H  0.3970  0.8421  -3.1641  -0.06
H  1.0882  -0.9919  -2.4395  -0.18

Its spin multiplicity is 1. For the LUMO energy (alpha / beta), the calculation gives 0.2 / 0.0 eV. The value obtained for the strongest force on any atom is 5.12 eV/A. The calculation puts the HOMO energy (alpha / beta) at -7.861 / -7.943 eV. Its HOMO-LUMO gap (alpha / beta) is 0.295 / 0.293 Eh.

***

Q: Among the records above, which one has the lowest strongest force on any atom?
A: C25H36N4O2P2RuS

***

Q: Which of these has the highest strongest force on any atom?
A: C6H11P